Below is a structure of composition C29H21Br4F6FeN3O4P in a non-equilibrium geometry, with properties calculated with ωB97M-V/def2-TZVPD.

LUMO energy (alpha / beta)   3.81 / 3.80 eV
DFT total energy   -14083.72054 Ha
Expectation value of S²   8.761
HOMO (alpha / beta)   -3.06 / -3.21 eV

ORCA input file:
```
! RIJCOSX wB97M-V def2-TZVPD def2/J DEFGRID3
* xyz -2 6
Fe -0.4121 0.1978 0.0312
C 0.6598 4.1443 1.1924
C 1.1773 3.1189 2.1586
C 2.3479 3.3332 2.8746
C 2.8394 2.3797 3.7497
C 2.1464 1.1774 3.9173
C 0.9797 0.9375 3.2245
C 0.2119 -0.3460 3.3811
C 0.4940 1.9270 2.3412
N -0.6361 1.6119 1.6021
C -1.8124 2.3065 1.7497
O -2.1003 3.1534 2.5581
C -2.8213 1.8766 0.7021
C -4.1737 2.2035 0.6955
C -4.9409 1.7723 -0.3814
C -4.3567 1.0623 -1.4330
C -3.0115 0.7785 -1.3517
N -2.2923 1.1739 -0.3056
C -2.1887 0.0630 -2.4172
O -2.7008 -0.2349 -3.4860
N -0.8893 -0.0867 -2.0181
C 0.0643 -0.7603 -2.8187
C -0.0589 -2.1368 -3.0773
C -1.2546 -2.9098 -2.6158
C 0.9791 -2.7801 -3.7280
C 2.1189 -2.0939 -4.1246
C 2.2189 -0.7404 -3.8772
C 1.2018 -0.0586 -3.2257
C 1.3219 1.4176 -2.9784
H 1.4253 4.8853 0.9730
H 0.3525 3.6743 0.2566
H -0.2201 4.6521 1.6043
H 2.8897 4.2613 2.7275
H 3.7610 2.5590 4.2886
H 2.5274 0.4176 4.5877
H 0.6904 -1.0039 4.1011
H -0.8227 -0.1634 3.6997
H 0.1383 -0.8903 2.4212
H -4.5883 2.7573 1.5230
H -6.0012 1.9854 -0.4016
H -4.9142 0.7274 -2.2949
H -2.1290 -2.6547 -3.2168
H -1.0634 -3.9806 -2.6869
H -1.4856 -2.6734 -1.5714
H 0.9019 -3.8471 -3.9026
H 2.9303 -2.6196 -4.6138
H 3.1059 -0.1955 -4.1796
H 2.2489 1.7976 -3.4055
H 0.4796 1.9566 -3.4225
H 1.3313 1.6398 -1.9101
Br 6.0762 -2.1755 -0.7453
C 4.1951 -2.0902 -0.4850
C 3.4473 -3.2044 -0.4540
Br 4.2457 -4.9125 -0.6671
C 2.0447 -3.0852 -0.2658
Br 0.8730 -4.5702 -0.2220
C 1.4647 -1.8766 -0.1258
O 0.1053 -1.6505 -0.0085
C 2.2143 -0.7645 -0.1465
O 1.4945 0.4171 0.0016
C 3.5469 -0.8374 -0.3245
Br 4.4659 0.8192 -0.3634
F -2.2411 -1.1206 1.0605
P -2.9875 -1.7135 2.4261
F -3.7262 -2.2546 3.7407
F -2.5454 -0.3237 3.2142
F -1.6059 -2.4129 2.8837
F -3.3929 -3.0184 1.6170
F -4.3441 -0.9984 1.9479
*
```

Mulliken population analysis, charges in e, atoms 1 to 5:
1 Fe 0.314
2 C -1.472
3 C 1.373
4 C -0.996
5 C -0.833

Below is a structure of composition C29H21BrCl2N8O9SZn, with properties calculated with ωB97M-V/def2-TZVPD.

LUMO energy   3.74 eV
DFT total energy   -7905.11114 Ha
HOMO   -2.35 eV

ORCA input file:
```
! RIJCOSX wB97M-V def2-TZVPD def2/J DEFGRID3
* xyz -2 1
Zn -0.4631 -0.3986 0.0778
O -2.6557 -0.6534 3.6926
S -2.3684 0.3028 2.6575
O -3.2549 1.4452 2.5885
O -2.1783 -0.3133 1.3227
O -0.9105 0.8654 3.0428
C 1.8338 1.0644 -4.7908
N 1.8432 0.4119 -3.5022
C 1.0699 0.6577 -2.4449
N 1.2955 -0.2250 -1.5035
C 2.2246 -1.0438 -2.0571
N 2.5979 -0.6921 -3.2693
C 2.4668 2.4383 -4.7935
C 3.3193 2.8246 -5.8192
C 3.8453 4.1117 -5.8587
C 3.5271 5.0303 -4.8743
C 2.6795 4.6463 -3.8385
C 2.1588 3.3608 -3.8020
C 2.2904 5.6028 -2.8019
N 2.3880 6.8860 -2.8046
N 1.8120 7.3228 -1.6126
C 1.4090 6.2656 -0.9921
O 1.6843 5.1338 -1.6862
C 0.7068 6.1629 0.2873
C -0.1237 7.2106 0.6813
C -0.7938 7.1202 1.8872
C -0.6140 6.0086 2.7017
C 0.2375 4.9746 2.3325
C 0.5124 3.8346 3.2998
N 0.7172 2.5302 2.7554
C -0.3285 1.8273 2.0793
N 0.3387 1.1657 1.0051
C 1.6489 1.4543 1.1789
N 1.9682 2.2830 2.1213
C 0.8809 5.0477 1.0994
H 0.7932 1.1396 -5.1180
H 2.3556 0.3992 -5.4746
H 0.3244 1.4361 -2.4034
H 2.5885 -1.9302 -1.5616
H 3.5780 2.1117 -6.5937
H 4.5126 4.3947 -6.6630
H 3.9229 6.0368 -4.8924
H 1.5034 3.0909 -2.9869
H -0.2449 8.0668 0.0312
H -1.4667 7.9123 2.1916
H -1.1470 5.9387 3.6436
H -0.3081 3.7849 4.0207
H 1.4177 4.0842 3.8610
H -1.1756 2.4542 1.7740
H 2.4047 1.0175 0.5411
H 1.5334 4.2347 0.8036
Cl -2.1564 2.0598 -4.0934
C -2.8754 0.5411 -3.4367
Cl -3.6486 -0.3803 -4.7307
C -1.7304 -0.2335 -2.7296
O -1.0307 -0.9832 -3.3965
O -1.6875 0.0720 -1.5027
H -3.6358 0.8462 -2.7291
Br -5.4921 -4.1076 -3.2754
C -3.7992 -3.8349 -2.4309
C -3.7453 -3.1533 -1.2311
C -2.5078 -2.9585 -0.6268
C -1.3499 -3.4393 -1.2223
C -1.4386 -4.1381 -2.4215
C -2.6606 -4.3381 -3.0397
C 0.0198 -3.2115 -0.6062
O 0.9457 -3.9361 -0.9746
O 0.1242 -2.2674 0.2528
H -4.6464 -2.7703 -0.7717
H -2.4548 -2.4173 0.3107
H -0.5237 -4.5035 -2.8677
H -2.7309 -4.8590 -3.9849
*
```

Mulliken population analysis, charges in e, atoms 1 to 5:
1 Zn 0.935
2 O -0.725
3 S 1.171
4 O -0.716
5 O -0.534

Below is a structure of composition C29H21MgN7O5S2 in a non-equilibrium geometry, with properties calculated with ωB97M-V/def2-TZVPD.

LUMO energy   -0.45 eV
DFT total energy   -2873.86985 Ha
HOMO   -7.71 eV

ORCA input file:
```
! RIJCOSX wB97M-V def2-TZVPD def2/J DEFGRID3
* xyz 0 1
Mg -0.6767 0.8947 -0.4500
C -1.1104 4.9613 1.3136
C -1.0036 3.9810 0.3218
N -1.4283 2.7461 0.4800
C -1.9897 2.4126 1.6693
C -2.1461 3.3193 2.7164
C -1.6790 4.6285 2.5104
C -2.7810 2.8927 3.9330
C -3.2379 1.6336 4.0682
C -3.1030 0.6791 3.0008
C -3.6102 -0.6298 3.0700
C -3.4989 -1.4542 1.9863
C -2.8455 -0.9942 0.8350
N -2.3210 0.2179 0.7527
C -2.4700 1.0536 1.8180
H -0.7354 5.9576 1.1250
H -0.5636 4.2151 -0.6401
H -1.7735 5.3606 3.3041
H -2.8995 3.6122 4.7348
H -3.7311 1.3211 4.9812
H -4.0940 -0.9663 3.9800
H -3.9002 -2.4582 1.9988
H -2.7664 -1.6108 -0.0513
N 1.0490 -6.5105 -2.4382
C 0.5110 -5.2381 -2.5768
C 0.3365 -4.4149 -1.4578
C -0.2818 -3.1858 -1.5782
C -0.7230 -2.7529 -2.8229
C -0.5321 -3.5465 -3.9446
C 0.0918 -4.7768 -3.8245
S -1.7388 -1.3294 -2.9841
O -1.8718 -1.0633 -4.3844
O -2.9429 -1.5772 -2.2262
N -0.9795 -0.1255 -2.2022
C -0.1203 0.7016 -2.8826
N 0.4291 0.4203 -4.0700
C 1.1429 1.3813 -4.6292
C 1.3667 2.6229 -4.0401
C 0.8584 2.7775 -2.7724
N 0.1284 1.8378 -2.1830
H 1.5686 -6.7002 -1.5998
H 1.4107 -6.9510 -3.2653
H 0.6842 -4.7508 -0.4859
H -0.3970 -2.5593 -0.7037
H -0.8729 -3.1875 -4.9074
H 0.2494 -5.3932 -4.7038
H 1.5751 1.1459 -5.5980
H 1.9336 3.4010 -4.5286
H 1.0536 3.6749 -2.1951
O 1.4190 2.9194 2.2945
C 1.6936 1.8575 1.7776
N 1.0392 1.2911 0.7066
S 1.5344 -0.2185 0.4432
O 1.9411 -0.4217 -0.9215
O 0.4441 -1.0699 0.9029
C 2.9063 -0.2067 1.5399
C 3.9287 -1.1161 1.7139
C 4.9132 -0.7881 2.6377
C 4.8531 0.4053 3.3572
C 3.8148 1.3092 3.1572
C 2.8485 0.9911 2.2242
H 3.9668 -2.0423 1.1552
H 5.7432 -1.4654 2.7932
H 5.6356 0.6352 4.0700
H 3.7544 2.2466 3.6952
*
```

Mulliken population analysis, charges in e, atoms 1 to 5:
1 Mg 0.730
2 C -0.883
3 C -0.010
4 N -0.014
5 C 0.074

Below is a structure of composition C29H22N4O5PRe, with properties calculated with ωB97M-V/def2-TZVPD.

LUMO energy (alpha / beta)   -11.51 / -11.25 eV
DFT total energy   -2132.21219 Ha
Expectation value of S²   0.904
HOMO (alpha / beta)   -16.85 / -16.85 eV

ORCA input file:
```
! RIJCOSX wB97M-V def2-TZVPD def2/J DEFGRID3
* xyz 3 2
Re 0.4256 -1.3460 -0.4514
O -3.5413 -1.6642 0.5906
C -2.2628 -1.5880 0.5534
O -1.6037 -1.3724 -0.4943
C -1.4953 -1.7953 1.7953
C -1.9616 -2.0812 3.0758
C -1.0233 -2.2498 4.0859
C 0.3378 -2.1297 3.8081
C 0.7221 -1.8428 2.5047
N -0.1884 -1.6859 1.5346
C 2.0657 -1.6702 1.9050
O 3.1920 -1.7191 2.5181
O 2.0877 -1.4464 0.6699
H -3.9685 -1.5165 -0.2765
H -3.0229 -2.1678 3.2659
H -1.3478 -2.4747 5.0927
H 1.0598 -2.2632 4.6029
H 3.1494 -1.8928 3.4753
C 4.1212 3.1365 0.3983
C 4.0806 2.0132 -0.4181
C 2.8826 1.3550 -0.6280
C 1.7142 1.8135 -0.0135
C 1.7582 2.9540 0.7981
C 2.9612 3.6093 0.9996
P 0.1400 1.0414 -0.4090
C -1.0332 1.4358 0.9219
C -2.3811 1.6543 0.6379
C -3.2860 1.8748 1.6684
C -2.8526 1.8856 2.9863
C -1.5083 1.6735 3.2778
C -0.6053 1.4447 2.2541
C -0.5338 1.6863 -1.9338
C -0.8249 0.9065 -3.0502
C -1.3009 1.5070 -4.2051
C -1.4809 2.8827 -4.2501
C -1.1952 3.6671 -3.1365
C -0.7245 3.0757 -1.9786
H 5.0580 3.6533 0.5559
H 4.9812 1.6645 -0.9030
H 2.8615 0.5097 -1.3060
H 0.8604 3.3373 1.2657
H 2.9932 4.4951 1.6183
H -2.7259 1.6804 -0.3891
H -4.3245 2.0680 1.4381
H -3.5539 2.0869 3.7837
H -1.1627 1.7219 4.3015
H 0.4464 1.3258 2.4911
H -0.6991 -0.1670 -3.0339
H -1.5289 0.9022 -5.0716
H -1.8445 3.3492 -5.1553
H -1.3368 4.7378 -3.1732
H -0.5001 3.6993 -1.1212
N 0.0622 -5.4269 -2.1396
C 0.4354 -4.1699 -2.0650
O 0.1030 -3.4350 -1.0853
C 1.2406 -3.6352 -3.2000
C 1.4842 -2.3387 -2.9407
N 1.2819 -1.4582 -2.1735
C 1.5906 -4.4110 -4.3214
N 1.8874 -5.0491 -5.2286
H -0.4852 -5.8396 -1.3976
H 0.3198 -6.0119 -2.9251
*
```

Mulliken population analysis, charges in e, atoms 1 to 5:
1 Re 1.880
2 O -0.376
3 C 0.207
4 O -0.681
5 C 0.826

Below is a structure of composition C29H23CrN6O6, with properties calculated with ωB97M-V/def2-TZVPD.

LUMO energy (alpha / beta)   -2.25 / -1.94 eV
DFT total energy   -2943.39590 Ha
Expectation value of S²   0.758
HOMO (alpha / beta)   -7.88 / -7.88 eV

ORCA input file:
```
! RIJCOSX wB97M-V def2-TZVPD def2/J DEFGRID3
* xyz 0 2
Cr 0.0738 1.0214 -0.1235
O -3.9207 -3.5512 -3.3450
C -4.2723 -2.7048 -2.5165
O -5.3809 -2.3180 -2.1090
C -3.0985 -1.9495 -1.8391
C -1.8433 -1.8789 -2.4408
C -0.8718 -1.0927 -1.8489
N -1.1615 -0.3922 -0.7478
C -2.2632 -0.6479 -0.0262
C -3.2858 -1.3903 -0.5729
C -2.0893 -0.2124 1.3750
C -3.0275 -0.3919 2.3778
C -2.6847 -0.0415 3.6749
C -1.4247 0.4764 3.9310
C -0.5448 0.6457 2.8745
N -0.8662 0.3025 1.6292
C 0.5811 -1.0428 -2.1113
C 1.2131 -1.6560 -3.1755
C 2.6000 -1.6391 -3.2217
C 3.3026 -1.0391 -2.1920
C 2.6004 -0.4274 -1.1661
N 1.2697 -0.4115 -1.1288
H -1.6753 -2.4807 -3.3248
H -4.2282 -1.5782 -0.0751
H -3.9946 -0.8157 2.1461
H -3.3939 -0.1806 4.4799
H -1.1205 0.7509 4.9305
H 0.4401 1.0756 3.0069
H 0.6301 -2.1299 -3.9522
H 3.1220 -2.0945 -4.0518
H 4.3826 -1.0199 -2.1824
H 3.1123 0.0830 -0.3605
O 3.1658 3.1073 -5.8609
C 3.0324 3.8986 -4.9138
O 3.4545 5.0409 -4.6986
C 2.1779 3.3153 -3.7752
C 0.9543 2.7063 -4.0347
C 0.2458 2.1136 -3.0087
N 0.7139 2.0776 -1.7607
C 1.8837 2.6867 -1.4914
C 2.6258 3.3319 -2.4533
C 2.3318 2.5531 -0.0650
O 3.3569 2.9809 0.3739
O 1.4406 1.8662 0.6967
H 0.5868 2.6691 -5.0515
H -0.7067 1.6236 -3.1831
H 3.5484 3.8317 -2.1906
N -1.4542 2.4070 0.0180
C -2.5709 2.7186 -0.0245
N -3.8088 3.0871 -0.0992
C -4.4277 3.2468 -1.4430
C -5.9149 3.4960 -1.2681
C -6.5829 2.3776 -0.4657
C -5.8100 2.0375 0.8291
C -4.6823 3.0244 1.0884
H -4.2604 2.3306 -2.0149
H -3.9365 4.0747 -1.9542
H -6.3635 3.5672 -2.2587
H -6.0664 4.4662 -0.7899
H -6.6526 1.4860 -1.0907
H -7.6057 2.6712 -0.2316
H -5.3748 1.0384 0.7547
H -6.4741 2.0274 1.6939
H -4.0664 2.7300 1.9375
H -5.0588 4.0288 1.2860
*
```

Mulliken population analysis, charges in e, atoms 1 to 5:
1 Cr -0.293
2 O -0.706
3 C 0.322
4 O -0.692
5 C -0.350

Below is a structure of composition C29H23FN4O2OsS, with properties calculated with ωB97M-V/def2-TZVPD.

LUMO energy   -7.36 eV
DFT total energy   -2076.62375 Ha
HOMO   -14.01 eV

ORCA input file:
```
! RIJCOSX wB97M-V def2-TZVPD def2/J DEFGRID3
* xyz 2 1
Os -1.0046 -1.1234 0.2691
O 2.0202 -2.2275 -1.8063
S 1.2552 -1.1017 -1.3954
O -0.1925 -1.0940 -1.8115
N 0.9582 -1.0026 0.1843
C 1.6865 -1.0195 1.3739
C 3.0459 -1.0059 1.5283
C 3.5993 -1.0220 2.8262
C 2.8036 -1.0368 3.9377
C 1.3948 -1.0446 3.8030
C 0.5053 -1.0457 4.9016
C -0.8447 -1.0390 4.6854
C -1.3279 -1.0471 3.3693
N -0.5361 -1.0605 2.3130
C 0.8369 -1.0475 2.5125
C 2.0215 0.3642 -1.9525
C 2.0133 1.5165 -1.1768
C 2.6076 2.6611 -1.6822
C 3.1873 2.6438 -2.9442
C 3.1958 1.4806 -3.7038
C 2.6189 0.3234 -3.2089
H 3.6941 -0.9957 0.6612
H 4.6753 -1.0204 2.9322
H 3.2356 -1.0437 4.9294
H 0.9042 -1.0483 5.9084
H -1.5501 -1.0335 5.5036
H -2.3933 -1.0412 3.1806
H 1.5788 1.5105 -0.1866
H 2.6309 3.5645 -1.0877
H 3.6496 3.5407 -3.3339
H 3.6635 1.4713 -4.6784
H 2.6395 -0.5958 -3.7787
F -0.1851 -4.4905 -1.6718
C -1.1450 -3.7709 -1.1671
C -2.1397 -3.2849 -2.0687
C -3.0230 -2.3821 -1.5993
C -2.9733 -1.9737 -0.2009
C -3.2773 -0.7016 0.3005
C -2.2216 -2.7697 0.7450
C -1.1632 -3.5556 0.2061
H -2.1119 -3.6098 -3.0992
H -3.7624 -1.9299 -2.2484
H -3.5506 -0.5891 1.3417
H -3.6385 0.0665 -0.3709
H -2.5028 -2.8378 1.7871
H -0.4843 -4.1149 0.8361
N -0.7052 3.0429 0.8639
C -0.6320 1.7595 1.2286
N -0.9998 0.9537 0.2487
C -1.3404 1.7740 -0.8366
C -1.7981 1.4679 -2.1187
C -2.0484 2.5276 -2.9627
C -1.8534 3.8605 -2.5590
C -1.4047 4.1732 -1.2958
C -1.1547 3.0989 -0.4466
H -0.4954 3.8277 1.4608
H -0.3104 1.4445 2.2069
H -1.9260 0.4471 -2.4475
H -2.4021 2.3324 -3.9657
H -2.0643 4.6571 -3.2589
H -1.2587 5.1972 -0.9801
*
```

Mulliken population analysis, charges in e, atoms 1 to 5:
1 Os -0.409
2 O -0.693
3 S 1.201
4 O -0.686
5 N 0.274